(1)
48
Properties=species:S:1:pos:R:3 method="wB97M-V/def2-TZVPD" homo_lumo_gap_ev=3.05 charge=-1 molar_mass_g_mol=409.45 lumo_energy_ev=-0.1 e_above_lowest_kcal_mol=0.0 e_tot_ev=-57232.059 e_homo_ev=-3.171
C 3.299 1.244 1.200
C 2.328 2.368 0.829
C 2.334 3.353 2.021
C 0.876 1.884 0.688
C 0.568 1.165 -0.646
C 0.431 -0.371 -0.651
O 0.656 -0.775 -1.973
C -0.976 -0.951 -0.412
C -1.661 -0.596 0.962
C -2.971 0.204 0.810
C -2.732 1.680 1.097
N -4.016 2.397 1.087
N -0.693 -2.394 -0.335
C 0.521 -2.550 0.047
S 1.317 -4.087 0.363
O 1.638 -4.068 1.744
O 0.491 -5.166 -0.023
F 2.679 -4.064 -0.392
C 1.315 -1.259 0.222
F 1.315 -1.019 1.583
H 3.390 0.479 0.438
H 2.969 0.828 2.148
H 4.278 1.673 1.401
H 2.676 2.842 -0.085
H 1.670 2.931 2.772
H 3.319 3.340 2.479
H 2.045 4.357 1.735
H 0.290 2.805 0.682
H 0.558 1.339 1.568
H -0.399 1.537 -0.985
H 1.280 1.429 -1.416
H -0.079 -0.395 -2.492
H -1.708 -0.685 -1.163
H -1.897 -1.526 1.469
H -0.993 -0.051 1.618
H -3.664 -0.140 1.573
H -3.430 0.094 -0.169
H -2.087 2.059 0.295
H -2.214 1.847 2.037
H -3.874 3.374 1.307
H -4.363 2.342 0.137
H -1.350 -3.140 -0.533
H 2.327 -1.400 -0.144
O -2.002 -2.442 -5.747
S -1.096 -2.592 -4.598
O -1.382 -3.843 -3.853
O -1.298 -1.456 -3.653
O 0.314 -2.603 -5.045

(2)
48
Properties=species:S:1:pos:R:3 method="wB97M-V/def2-TZVPD" homo_lumo_gap_ev="4.76 / 3.44" charge=+3 molar_mass_g_mol=503.55 lumo_energy_ev="-14.5 / -15.8" e_above_lowest_kcal_mol=68.0 e_tot_ev=-63357.703 e_homo_ev="-19.290 / -19.197"
Zr -0.370 0.710 0.678
P 2.214 0.524 0.905
C 2.418 -0.979 -0.146
C 1.217 -1.881 -0.332
N -0.039 -1.371 -0.266
C -1.075 -2.043 -0.841
C -0.944 -3.346 -1.303
C 0.316 -3.929 -1.282
C 1.394 -3.177 -0.802
C -2.413 -1.349 -0.959
P -2.351 0.510 -1.033
H 2.408 -3.557 -0.820
H -1.820 -3.836 -1.729
H 0.450 -4.948 -1.630
H -2.903 -1.623 -1.904
H -3.104 -1.610 -0.138
H 2.706 -0.552 -1.128
H 3.297 -1.582 0.125
H 1.788 0.362 -2.802
O 2.609 -0.158 -2.834
H 3.265 0.533 -2.954
H 0.313 1.966 -0.513
O 0.421 1.543 -2.687
H 0.610 2.145 -1.936
C -1.918 0.806 -2.710
H -2.127 -0.057 -3.350
H -2.402 1.715 -3.070
H -0.622 1.096 -2.710
C -4.050 1.037 -0.746
H -4.142 2.082 -1.074
H -4.747 0.400 -1.309
H -4.266 0.979 0.330
C 2.856 -0.056 2.491
H 3.948 -0.166 2.450
H 2.549 0.717 3.211
H 2.385 -1.013 2.742
C 3.548 1.602 0.316
H 3.438 2.550 0.852
H 4.552 1.202 0.511
H 3.449 1.831 -0.752
F -2.927 2.821 4.283
C -2.439 1.586 4.032
F -2.412 0.867 5.171
F -3.256 0.952 3.150
S -0.703 1.717 3.323
O -0.886 2.408 1.981
O 0.173 2.284 4.287
O -0.408 0.291 2.919

(3)
43
Properties=species:S:1:pos:R:3 method="wB97M-V/def2-TZVPD" homo_lumo_gap_ev="5.37 / 5.37" charge=+2 molar_mass_g_mol=436.16 lumo_energy_ev="-9.1 / -9.1" e_above_lowest_kcal_mol=0.0 e_tot_ev=-54464.452 e_homo_ev="-14.510 / -14.509"
In 0.073 0.165 1.769
P -2.224 -0.471 0.747
C -2.306 -1.311 -0.880
C -1.368 -0.643 -1.878
N -0.414 0.144 -1.391
C 0.498 0.705 -2.192
C 0.401 0.595 -3.583
C -0.605 -0.181 -4.123
C -1.498 -0.800 -3.265
C 1.622 1.476 -1.546
P 1.909 0.959 0.202
H -2.319 -1.374 -3.652
H 1.078 1.144 -4.222
H -0.702 -0.289 -5.186
H 2.554 1.341 -2.117
H 1.364 2.549 -1.481
H -1.971 -2.340 -0.653
H -3.356 -1.272 -1.226
H 1.849 -3.429 1.732
O 1.230 -3.263 1.003
H 0.737 -4.115 0.828
H 2.761 -1.540 3.564
O 3.065 -1.852 2.657
H 3.954 -2.232 2.818
C 3.247 -0.223 -0.085
H 4.043 0.255 -0.671
H 3.606 -0.642 0.863
H 2.814 -1.058 -0.649
C 2.776 2.439 0.818
H 3.031 2.263 1.873
H 3.686 2.676 0.230
H 2.065 3.276 0.765
C -3.215 1.003 0.378
H -4.223 0.714 0.044
H -3.273 1.635 1.268
H -2.729 1.582 -0.411
C -3.413 -1.449 1.725
H -3.562 -0.942 2.687
H -4.386 -1.575 1.207
H -2.963 -2.436 1.922
S -2.021 3.668 4.321
C -1.219 2.757 3.292
N -0.596 2.089 2.498

(4)
38
Properties=species:S:1:pos:R:3 method="wB97M-V/def2-TZVPD" homo_lumo_gap_ev=3.88 charge=-1 molar_mass_g_mol=211.33 lumo_energy_ev=2.9 e_tot_ev=-17842.516 e_homo_ev=-0.956
C 2.633 2.121 1.164
C 1.199 2.407 0.711
C 0.622 1.255 -0.099
C -0.852 1.376 -0.497
C -1.096 0.534 -1.781
C -1.860 0.974 0.598
O -3.023 1.894 0.511
C -1.399 1.208 2.010
C -2.363 0.630 3.057
N -2.110 -0.800 3.361
H 3.278 1.899 0.313
H 2.631 1.270 1.846
H 3.055 2.977 1.693
H 0.600 2.602 1.597
H 1.190 3.312 0.100
H 1.229 1.191 -1.010
H 0.770 0.304 0.424
H -1.074 2.421 -0.774
H -0.173 0.351 -2.342
H -1.783 1.041 -2.464
H -1.511 -0.428 -1.489
H -3.356 1.825 -0.381
H -0.425 0.743 2.181
H -1.334 2.299 2.234
H -2.256 1.225 3.971
H -3.382 0.736 2.695
H -2.073 -0.939 4.361
H -1.213 -1.073 2.982
N 1.132 -3.660 -3.554
C 1.484 -2.389 -3.184
C 1.753 -2.402 -1.843
C 1.554 -3.732 -1.384
C 1.171 -4.485 -2.461
H 0.866 -3.938 -4.479
H 1.500 -1.585 -3.899
H 2.038 -1.547 -1.253
H 1.663 -4.089 -0.374
H 0.914 -5.527 -2.542